# 1
A structure of composition C49H57N4OPtSi2Te2 in a non-equilibrium geometry. Source: the Open Molecules 2025 dataset; level of theory: ωB97M-V with the def2-TZVPD basis set.

Each line ends with the Mulliken charge.
Cartesian coordinates (Å):
Pt1 -2.0379 -0.2392 2.0014  -0.3567
C1 -3.7125 -2.1433 -1.5959  -0.9098
C2 -2.8098 -1.5462 -0.7529  -0.1668
N1 -3.0571 -1.3085 0.5563  -0.0445
C3 -4.2846 -1.6898 1.0420  0.0267
C4 -5.2800 -2.2788 0.2266  1.0613
C5 -4.9690 -2.5248 -1.1252  -0.9634
C6 -6.5305 -2.5652 0.8098  -0.9243
C7 -6.7992 -2.2438 2.1327  -0.8207
C8 -5.8282 -1.6930 2.9425  -0.7532
C9 -4.5329 -1.4643 2.4226  0.2192
N2 -3.4545 -0.9610 3.0797  -0.0605
C10 -3.2487 -0.8508 4.4216  0.3133
C11 -3.9102 -1.5687 5.4424  -0.7727
C12 -3.5861 -1.3281 6.7611  -0.8309
C13 -2.6271 -0.3815 7.1009  -0.7722
C14 -1.9144 0.3255 6.1130  1.1398
C15 -0.9178 1.2834 6.3910  -1.3095
C16 -0.3231 1.9621 5.3238  -0.6893
C17 -0.6425 1.6292 4.0316  -0.3321
N3 -1.5106 0.6320 3.7272  0.2237
C18 -2.1998 0.0441 4.7592  -0.1549
H1 -3.4425 -2.2911 -2.6291  0.5573
H2 -1.8514 -1.2052 -1.1227  0.5887
H3 -5.6919 -2.9938 -1.7719  0.4509
H4 -7.3066 -2.9988 0.1990  0.3830
H5 -7.7919 -2.4146 2.5274  0.3897
H6 -6.0695 -1.3726 3.9446  0.7118
H7 -4.6195 -2.3381 5.1803  0.6758
H8 -4.0772 -1.8903 7.5436  0.3638
H9 -2.3926 -0.1993 8.1381  0.3798
H10 -0.6333 1.4930 7.4085  0.3720
H11 0.3920 2.7507 5.5108  0.4759
H12 -0.2294 2.1635 3.1867  0.4033
C19 -0.9613 -2.7719 -7.8499  -1.6373
C20 -0.7208 -2.2174 -6.4791  0.6384
C21 -0.5305 -3.0562 -5.3961  -0.8092
C22 -0.2335 -2.5674 -4.1284  1.0961
C23 -0.0797 -3.5550 -3.0115  -1.6031
C24 -0.0905 -1.1942 -3.9509  -0.0815
Te1 0.5489 -0.3435 -2.0541  1.2631
N4 -0.4497 0.5677 0.9964  -0.2225
C25 -0.4504 1.7378 0.4595  0.9031
O1 0.7633 2.1346 -0.0134  -0.1826
C26 -1.5358 2.6809 0.3620  0.3338
C27 -1.2716 4.0556 0.2650  -0.2423
C28 -2.3071 4.9639 0.2740  -0.8686
C29 -3.6247 4.5350 0.3999  -0.6513
C30 -3.8987 3.1764 0.4684  -0.9661
C31 -2.8739 2.2572 0.4449  -0.1850
C32 2.1810 -1.7064 -1.8095  1.5785
C33 2.1926 -2.4981 -0.6649  -0.5815
C34 3.2587 -3.3393 -0.4033  -0.8123
C35 4.3439 -3.3615 -1.2639  -0.6994
C36 4.3304 -2.5763 -2.4022  -0.7157
C37 3.2543 -1.7475 -2.6982  0.3103
C38 3.2614 -0.9362 -3.9544  -1.5363
C39 -0.3734 -0.3302 -5.0099  1.1078
C40 -0.3365 1.1544 -4.8104  -1.3757
C41 -0.6759 -0.8464 -6.2587  -1.0230
H13 -1.0218 -3.8568 -7.8178  0.3635
H14 -0.1440 -2.4874 -8.5126  0.3291
H15 -1.8885 -2.3828 -8.2656  0.3674
H16 -0.6128 -4.1270 -5.5270  0.3678
H17 -0.6676 -4.4458 -3.2232  0.5159
H18 -0.4174 -3.1292 -2.0650  -0.0098
H19 0.9625 -3.8565 -2.9070  0.2828
H20 -0.2460 4.3932 0.2009  0.2058
H21 -2.0925 6.0214 0.2034  0.4430
H22 -4.4316 5.2517 0.4254  0.4058
H23 -4.9203 2.8287 0.5399  0.4778
H24 -3.1086 1.1968 0.4276  0.5454
H25 1.3407 -2.4850 0.0124  0.2185
H26 3.2388 -3.9689 0.4723  0.4851
H27 5.1894 -4.0006 -1.0568  0.4126
H28 5.1740 -2.5943 -3.0772  0.4419
H29 4.2764 -0.7788 -4.3106  0.5358
H30 2.7788 0.0304 -3.7874  0.0164
H31 2.6923 -1.4525 -4.7279  0.2587
H32 -0.8845 1.4304 -3.9081  0.1614
H33 -0.7747 1.6728 -5.6589  0.5192
H34 0.6953 1.4924 -4.7013  0.1848
H35 -0.8697 -0.1702 -7.0791  0.4269
C42 3.0570 4.4014 0.1988  -1.1210
Si1 3.2356 3.1666 -1.2435  0.4070
C43 4.8895 3.5032 -2.1513  -1.2584
C44 1.8236 3.3978 -2.5089  -0.4203
C45 3.4405 1.3579 -0.6597  -0.1943
Te2 1.8331 0.5350 0.5073  -1.0230
C46 2.6317 1.4572 2.2367  -0.4612
Si2 3.3714 -0.0688 3.0942  0.0259
C47 4.5496 -0.9734 1.8875  -0.5617
C48 4.3331 0.4908 4.6421  -1.1805
C49 1.8395 -1.1564 3.4074  -0.4453
H36 2.9079 5.4052 -0.1858  0.4122
H37 3.9404 4.4320 0.8294  0.3620
H38 2.2041 4.1552 0.8210  0.1643
H39 4.9597 4.5352 -2.4774  0.3559
H40 4.9955 2.8729 -3.0290  0.3344
H41 5.7441 3.3025 -1.5120  0.3555
H42 2.0009 4.2538 -3.1537  0.5901
H43 0.8747 3.5495 -2.0053  0.1061
H44 1.7151 2.5229 -3.1462  -0.3712
H45 4.3480 1.2365 -0.0696  0.6722
H46 3.5472 0.7169 -1.5357  0.0833
H47 1.8340 1.8873 2.8319  0.1848
H48 3.3325 2.2332 1.9494  0.7511
H49 5.4392 -0.3915 1.6564  0.3470
H50 4.0397 -1.1957 0.9494  -0.0987
H51 4.8879 -1.9170 2.3094  0.4336
H52 5.1555 1.1506 4.3788  0.3298
H53 4.7512 -0.3642 5.1605  0.3488
H54 3.6901 1.0190 5.3389  0.3413
H55 1.1649 -1.0895 2.5473  -0.1225
H56 1.2820 -0.8139 4.2751  0.2262
H57 2.0826 -2.2028 3.5624  0.5588

Atomic forces in eV per Å
Pt 1.33 -0.14 -0.36
C -1.78 -0.82 -0.26
C 0.64 0.95 1.99
N -0.35 -0.34 -1.50
C 0.04 -0.20 -0.57
C -0.06 -0.04 0.19
C 1.27 0.49 -0.01
C -0.56 -0.06 0.33
C -0.03 -0.32 -1.17
C 1.20 0.41 0.01
C -0.16 0.36 1.19
N -1.34 -0.83 -0.64
C 0.18 0.28 1.86
C 0.24 0.25 -0.90
C 0.40 0.33 0.39
C -0.14 -0.18 -0.16
C -0.36 -0.51 0.00
C 0.45 0.29 0.11
C -0.06 -0.13 -0.04
C 0.48 0.42 -0.33
N -0.04 -0.24 -0.39
C -1.03 -0.59 0.70
H 0.06 -0.05 -0.14
H -0.05 -0.06 0.19
H -0.13 -0.03 -0.12
H -0.06 -0.08 -0.13
H -0.02 -0.02 0.01
H 0.12 -0.13 0.06
H -0.09 0.01 0.03
H -0.05 -0.03 0.04
H 0.03 0.06 0.15
H -0.03 0.07 0.17
H 0.03 0.10 -0.08
H 0.01 0.03 0.01
C -0.02 0.04 0.06
C 0.04 -0.06 0.07
C -0.01 0.12 -0.08
C 0.09 -0.10 0.35
C -0.03 -0.04 0.01
C -0.05 0.22 0.25
Te -0.25 -1.49 -1.86
N -0.13 1.67 -0.49
C 0.54 -1.91 0.84
O -0.04 0.33 -0.17
C -1.14 1.05 -0.08
C 0.17 -0.62 -0.01
C -0.38 0.30 0.10
C 0.24 -0.08 -0.07
C -0.20 0.26 0.01
C 0.50 -0.16 -0.47
C -0.19 0.16 0.10
C -0.26 -0.26 -0.05
C -0.03 -0.02 0.06
C -0.04 -0.09 -0.08
C 0.10 -0.08 0.10
C -0.17 0.20 -0.06
C -0.02 0.07 -0.03
C 0.11 0.31 0.03
C 0.06 0.00 -0.05
C 0.03 -0.16 0.07
H -0.01 -0.06 -0.08
H -0.02 -0.03 -0.10
H -0.06 0.01 -0.11
H -0.01 -0.09 -0.03
H -0.03 -0.06 0.02
H 0.08 -0.09 0.03
H 0.03 -0.03 0.14
H 0.03 0.02 -0.02
H 0.02 0.04 0.01
H -0.05 0.08 0.00
H -0.04 0.00 -0.01
H 0.06 0.31 0.10
H 0.10 -0.02 -0.09
H 0.03 -0.06 0.14
H 0.07 -0.05 0.01
H 0.09 -0.01 -0.08
H 0.05 0.02 -0.07
H 0.08 0.00 -0.10
H -0.03 0.05 -0.13
H 0.01 0.18 -0.03
H -0.06 0.06 -0.03
H -0.02 0.08 0.05
H -0.03 0.12 -0.08
C 0.05 -0.55 -0.48
Si 0.41 0.32 -0.47
C -0.61 -0.06 0.40
C 0.44 -0.13 0.50
C -0.54 0.66 -0.22
Te 0.70 0.94 0.75
C 0.21 -0.73 0.16
Si 0.31 -0.20 0.77
C -0.45 0.53 0.35
C -0.47 -0.31 -0.61
C 0.62 0.39 -0.06
H -0.03 0.19 -0.17
H 0.22 -0.06 0.10
H -0.19 -0.06 0.11
H -0.01 0.26 -0.09
H -0.07 -0.16 -0.19
H 0.14 -0.03 0.20
H 0.19 0.18 -0.07
H -0.13 -0.01 0.08
H 0.07 -0.10 0.00
H 0.05 0.05 0.17
H -0.02 -0.03 -0.06
H -0.26 -0.11 0.06
H 0.03 0.02 -0.26
H 0.08 0.16 -0.02
H 0.11 -0.14 -0.08
H -0.08 -0.14 0.10
H 0.11 0.09 -0.14
H 0.10 -0.23 0.14
H -0.19 0.08 0.09
H -0.12 -0.15 0.17
H -0.14 0.15 0.10
H 0.11 -0.18 -0.02

Values from the calculation:
- LUMO level (spin up / spin down) (eV) = -0.7 / -0.7
- spin multiplicity = 2
- ΔE to the lowest compared entry with this formula, charge and spin (kJ/mol) = 143.0
- HOMO level (spin up / spin down) (eV) = -4.1 / -5.8
- maximum force (eV/Å) = 2.4
- expectation value of S² = 0.7705

# 2
A cluster of 12 separate species, H25O12 in total in a non-equilibrium geometry. Source: the Open Molecules 2025 dataset; level of theory: ωB97M-V with the def2-TZVPD basis set.

Each line ends with the Mulliken charge.
Cartesian coordinates (Å):
O1 0.0725 0.5371 -0.1446  0.0552
H1 -0.4458 1.3388 0.0762  0.2984
H2 0.7581 0.3238 0.5312  0.3946
H3 -0.5584 -0.0991 -0.4366  0.3862
O2 3.2022 0.1453 -0.8303  -0.6667
H4 3.9986 -0.4449 -0.7238  0.3382
H5 3.6965 1.1421 -0.5469  0.3596
O3 1.7185 -0.6093 1.7087  -0.6876
H6 1.3135 -0.2527 2.4636  0.2490
H7 2.7262 -0.2596 1.7566  0.3352
O4 -2.8176 -1.9548 1.4149  -0.7206
H8 -1.8480 -2.0448 0.8228  0.4829
H9 -3.5988 -1.7784 0.8439  0.2848
O5 -0.4851 -1.4093 -3.2367  -0.5820
H10 0.1795 -0.8615 -3.1528  0.2544
H11 -0.0454 -2.2389 -3.5337  0.3216
O6 0.3430 2.6434 -2.1743  -0.5156
H12 0.5915 3.0548 -2.9330  0.2590
H13 -0.5683 2.5872 -2.1028  0.2742
O7 -1.6436 0.4499 2.6620  -0.5535
H14 -1.1513 0.0636 3.4110  0.2871
H15 -2.2525 -0.2076 2.4886  0.3045
O8 2.1946 -2.8382 0.2138  -0.6900
H16 2.3362 -2.0382 0.6093  0.3372
H17 1.9948 -3.3956 0.9818  0.3589
O9 -2.3959 -0.3052 -1.5962  -0.6347
H18 -2.7144 0.4365 -2.1178  0.2645
H19 -2.1345 -0.9630 -2.3404  0.3410
O10 -0.5626 -2.1876 0.0602  -0.7259
H20 0.3615 -2.4964 0.0127  0.3136
H21 -0.9884 -2.2901 -0.7768  0.3306
O11 -1.8630 2.6314 0.2821  -0.5329
H22 -2.7345 2.7475 -0.0052  0.2466
H23 -1.5423 3.3936 0.7530  0.2527
O12 1.5678 2.5526 1.5136  -0.6080
H24 2.3769 2.1340 1.8534  0.2729
H25 0.9185 2.4937 2.1924  0.3145

Atomic forces in eV per Å
O 0.76 2.31 -0.12
H -0.17 0.56 0.18
H 0.08 -0.74 0.18
H -1.13 -2.06 -0.24
O 3.51 3.66 1.94
H -1.10 0.63 -0.40
H -2.36 -4.33 -1.50
O 4.29 0.96 -1.50
H -0.98 0.59 1.98
H -3.51 -1.15 -0.26
O 2.48 0.08 -1.89
H -4.02 0.29 2.30
H 1.20 -0.23 0.27
O -4.51 -5.77 -0.96
H 5.35 4.92 0.76
H -0.74 0.69 0.16
O 1.82 -2.00 3.51
H 0.79 1.90 -3.44
H -2.65 0.16 -0.09
O 3.10 2.05 1.39
H -0.42 0.43 -0.32
H -2.48 -2.62 -1.17
O -1.00 -3.58 -1.20
H 0.61 3.46 1.38
H 0.22 -0.26 -0.32
O 0.75 -1.51 -1.58
H -0.19 0.20 0.07
H -0.35 1.49 1.67
O 0.41 0.56 0.49
H 0.14 -0.20 -0.13
H -0.09 -0.40 -1.17
O 2.56 -1.24 0.09
H -1.99 0.50 -0.37
H -0.24 0.58 0.15
O 1.06 -0.44 -0.98
H -0.50 0.47 0.00
H -0.70 0.02 1.11

Values from the calculation:
- LUMO level (eV) = -3.3
- ΔE to the lowest compared entry with this formula, charge and spin (kJ/mol) = 305.0
- charge = +1
- HOMO level (eV) = -13.0
- maximum force (eV/Å) = 7.4

What is the formula in the second record?
H25O12

Among the records above, which one has the highest ΔE to the lowest compared entry with this formula, charge and spin?
H25O12